(1)
Below is 6 unconnected molecules or ions with the total composition C5H25N2O5 at a distorted geometry, with properties calculated with ωB97M-V/def2-TZVPD.

As for the charge: +1. As for the calculated total energy: -18802.0720 eV. Its energy above the lowest of the compared OMol25 structures with the same formula, charge and spin is 210.5 kJ/mol. The orbital gap is 9.6 eV. For the HOMO energy, the calculation gives -12.55 eV. For the LUMO energy, the calculation gives -2.9 eV.

Last column: Mulliken charge in e.
Element x y z (Å)
N (-1.51, 0.03, -0.65)  0.109
C (-1.57, -0.42, -2.09)  -0.669
C (-0.12, -0.74, -2.50)  -0.863
N (0.80, 0.20, -1.96)  -0.015
C (2.04, -0.36, -1.43)  -0.973
C (1.92, -1.12, -0.08)  0.305
C (1.88, -0.25, 1.18)  -0.861
H (-2.39, 0.48, -0.39)  0.465
H (-1.23, -0.67, 0.05)  0.045
H (-0.96, 0.89, -0.54)  0.200
H (-2.36, -1.17, -2.11)  0.444
H (-2.00, 0.44, -2.60)  0.393
H (0.08, -1.78, -2.25)  0.307
H (-0.09, -0.88, -3.59)  0.487
H (0.96, 1.03, -2.49)  0.273
H (2.68, 0.52, -1.30)  0.404
H (2.54, -1.04, -2.11)  0.218
H (2.59, -1.96, 0.04)  0.506
H (0.87, -1.42, -0.25)  -0.334
H (1.05, 0.45, 1.12)  0.068
H (2.78, 0.35, 1.28)  0.383
H (1.83, -0.93, 2.03)  0.253
H (-0.72, -0.04, 3.91)  0.328
H (-0.07, -1.34, 3.48)  0.302
O (-0.89, -0.99, 3.85)  -0.622
H (-0.66, 2.23, 1.65)  0.278
H (0.68, 2.92, 1.42)  0.330
O (-0.15, 2.69, 0.97)  -0.615
H (-2.59, -0.14, 2.01)  0.309
H (-3.49, 1.10, 2.30)  0.318
O (-3.04, 0.61, 1.60)  -0.634
H (2.36, 3.17, -1.73)  0.341
H (1.41, 2.47, -0.70)  0.233
O (1.45, 3.10, -1.43)  -0.627
H (-1.63, -3.10, 0.75)  0.296
H (-0.84, -2.12, 1.57)  0.238
O (-1.63, -2.17, 1.02)  -0.620

(2)
Below is 7 unconnected molecules or ions with the total composition C5H25N2O6 at a distorted geometry, with properties calculated with ωB97M-V/def2-TZVPD.

As for the charge: +1. As for the calculated total energy: -20849.4388 eV. Its energy above the lowest of the compared OMol25 structures with the same formula, charge and spin is 192.5 kJ/mol. The orbital gap is 8.4 eV. For the HOMO energy, the calculation gives -10.91 eV. For the LUMO energy, the calculation gives -2.6 eV.

Last column: Mulliken charge in e.
Element x y z (Å)
C (0.90, 0.71, 2.48)  -1.573
C (1.25, 0.64, 1.03)  0.903
C (2.29, -0.41, 0.66)  -0.340
C (2.58, -0.38, -0.83)  -0.390
C (2.29, 0.42, -1.84)  -0.041
N (2.60, 0.01, -3.18)  -0.509
N (-0.09, 0.18, 0.33)  -0.079
H (0.53, -0.15, 2.99)  0.254
H (0.04, 1.43, 2.62)  0.387
H (1.66, 1.15, 3.11)  0.457
H (1.49, 1.62, 0.59)  -0.147
H (2.03, -1.46, 0.87)  0.087
H (3.20, -0.19, 1.29)  0.386
H (2.99, -1.33, -1.17)  0.159
H (2.17, 1.52, -1.82)  0.231
H (2.89, -0.93, -3.37)  0.191
H (2.09, 0.52, -3.87)  0.215
H (0.13, -0.06, -0.67)  0.265
H (-0.84, 0.85, 0.07)  0.578
H (-0.49, -0.69, 0.64)  0.083
H (-1.83, -1.52, -3.15)  0.272
H (-2.47, -1.76, -1.69)  0.376
O (-1.74, -1.36, -2.21)  -0.618
H (-1.70, -2.25, 0.28)  0.332
H (-2.77, -1.33, 0.95)  0.322
O (-2.41, -1.63, 0.07)  -0.634
H (0.29, 3.79, -0.62)  0.264
H (1.93, 3.57, -0.51)  0.283
O (1.04, 3.21, -0.51)  -0.607
H (0.32, -2.44, 4.02)  0.312
H (1.16, -2.89, 2.83)  0.315
O (0.36, -2.40, 3.06)  -0.632
H (-4.02, 0.81, 2.12)  0.300
H (-4.88, -0.27, 1.40)  0.312
O (-4.10, 0.28, 1.31)  -0.624
H (-2.95, 0.78, -0.46)  0.288
H (-2.27, 0.42, -1.70)  0.376
O (-2.18, 1.07, -0.97)  -0.754

(3)
Below is 7 unconnected molecules or ions with the total composition C5H25N3O7 at a distorted geometry, with properties calculated with ωB97M-V/def2-TZVPD.

As for the calculated total energy: -24394.5533 eV. The orbital gap is 9.4 eV. For the HOMO energy, the calculation gives -9.24 eV. For the LUMO energy, the calculation gives 0.1 eV. As for the structure (SMILES): COC[C@H](C)N.NC(N)=O.O.O.O.O.O.

Last column: Mulliken charge in e.
Element x y z (Å)
C (-2.49, 0.03, 0.26)  -1.235
C (-1.62, -0.30, 1.46)  0.625
C (-1.64, -1.77, 1.81)  -1.027
O (-0.79, -1.98, 2.91)  -0.430
C (-0.97, -3.25, 3.50)  -0.872
N (-0.22, 0.13, 1.30)  -0.621
H (-3.47, 0.39, 0.59)  0.400
H (-2.72, -0.82, -0.39)  0.345
H (-2.06, 0.87, -0.28)  0.108
H (-2.04, 0.24, 2.32)  0.378
H (-1.31, -2.33, 0.92)  0.382
H (-2.68, -2.04, 2.01)  0.499
H (-1.93, -3.28, 4.03)  0.356
H (-0.22, -3.33, 4.30)  0.276
H (-0.92, -4.05, 2.77)  0.348
H (0.29, -0.14, 2.13)  0.207
H (-0.17, 1.12, 1.12)  0.226
O (1.23, -0.22, -3.38)  -0.663
H (0.96, -0.41, -4.28)  0.301
H (0.61, 0.47, -3.06)  0.483
O (1.51, 5.35, -1.28)  -0.636
H (1.76, 4.50, -1.65)  0.335
H (1.33, 5.91, -2.04)  0.328
O (-0.19, 1.80, -2.15)  -0.866
H (-0.24, 1.23, -1.37)  0.273
H (0.58, 2.36, -1.99)  0.348
O (-2.25, 3.75, -1.94)  -0.625
H (-2.14, 4.04, -1.03)  0.289
H (-1.55, 3.09, -2.09)  0.426
O (2.66, 2.66, -1.96)  -0.685
H (3.05, 2.09, -2.64)  0.313
H (3.18, 2.50, -1.17)  0.311
C (2.22, -2.55, -0.08)  0.414
O (3.24, -3.03, -0.54)  -0.676
N (1.49, -1.57, -0.71)  -0.154
N (1.75, -2.92, 1.16)  -0.271
H (0.83, -1.02, -0.16)  0.211
H (1.75, -1.35, -1.66)  0.143
H (0.97, -2.48, 1.62)  0.259
H (2.22, -3.67, 1.63)  0.176

(4)
Below is 8 unconnected molecules or ions with the total composition C5H25NO8 at a distorted geometry, with properties calculated with ωB97M-V/def2-TZVPD.

Its expectation value of S² is 0.75. As for the charge: -1. As for the calculated total energy: -23460.0047 eV. Its energy above the lowest of the compared OMol25 structures with the same formula, charge and spin is 61.2 kJ/mol. The orbital gap (spin up / spin down) is 3.3 / 7.1 eV. The multiplicity is 2. For the HOMO energy (spin up / spin down), the calculation gives -0.51 / -4.27 eV. For the LUMO energy (spin up / spin down), the calculation gives 2.8 / 2.8 eV.

Last column: Mulliken charge in e.
Element x y z (Å)
O (2.23, 0.30, 1.30)  -0.792
C (2.23, -0.24, 0.15)  -0.716
C (1.21, 0.17, -0.91)  0.080
C (-0.04, 0.83, -0.28)  1.930
C (-0.93, 1.42, -1.35)  -1.744
C (-0.82, -0.13, 0.74)  -1.386
N (1.22, -0.93, -1.88)  -0.614
H (3.15, -0.73, -0.19)  0.334
H (1.82, 0.92, -1.45)  -0.160
H (0.20, 1.67, 0.35)  -0.291
H (-1.22, 0.59, -2.04)  0.360
H (-1.87, 1.81, -0.90)  0.362
H (-0.44, 2.15, -1.97)  0.229
H (-0.93, 0.45, 1.68)  0.157
H (-0.16, -0.98, 0.81)  0.124
H (-1.79, -0.39, 0.46)  0.864
H (0.89, -1.81, -1.47)  0.216
H (0.59, -0.85, -2.67)  0.308
H (1.04, -3.70, 0.46)  0.270
H (-0.33, -3.75, -0.22)  0.343
O (0.58, -3.45, -0.35)  -0.595
H (-1.85, -1.96, -1.38)  0.388
H (-2.65, -0.79, -0.88)  0.277
O (-2.76, -1.72, -1.12)  -0.662
H (1.40, 3.17, 2.07)  0.288
H (1.39, 1.59, 2.17)  0.395
O (1.18, 2.43, 2.63)  -0.731
H (-1.72, 4.39, 1.05)  0.299
H (-1.31, 3.31, 2.09)  0.334
O (-2.03, 3.61, 1.51)  -0.651
H (-2.94, -4.12, -0.38)  0.296
H (-2.17, -4.09, 0.92)  0.320
O (-2.05, -4.26, -0.03)  -0.690
H (0.45, 4.62, -2.12)  0.305
H (1.71, 3.61, -1.84)  0.330
O (1.28, 4.45, -1.68)  -0.677
H (2.09, -3.09, 2.67)  0.284
H (1.85, -1.78, 2.01)  0.293
O (1.49, -2.70, 2.03)  -0.676

(5)
Below is 8 unconnected molecules or ions with the total composition C5H25NO8 at a distorted geometry, with properties calculated with ωB97M-V/def2-TZVPD.

As for the calculated total energy: -23460.7894 eV. Its energy above the lowest of the compared OMol25 structures with the same formula, charge and spin is 172.5 kJ/mol. The orbital gap is 10.0 eV. For the HOMO energy, the calculation gives -9.58 eV. For the LUMO energy, the calculation gives 0.5 eV. As for the structure (SMILES): CN[C@H](C)CC=O.O.O.O.O.O.O.O.

Last column: Mulliken charge in e.
Element x y z (Å)
C (1.65, -2.48, -0.78)  -0.905
N (1.54, -1.28, -1.62)  -0.436
C (0.23, -0.65, -1.62)  1.602
C (0.38, 0.67, -2.41)  -1.025
C (-0.56, 1.70, -1.82)  -0.069
O (-0.26, 2.43, -0.90)  -0.429
C (-0.90, -1.44, -2.33)  -1.551
H (1.44, -2.18, 0.25)  0.318
H (2.67, -2.86, -0.81)  0.361
H (1.02, -3.36, -0.93)  0.326
H (1.77, -1.55, -2.57)  0.324
H (-0.18, -0.43, -0.63)  -0.720
H (1.40, 1.04, -2.47)  0.428
H (0.11, 0.56, -3.47)  0.395
H (-1.61, 1.72, -2.14)  0.395
H (-0.67, -1.47, -3.39)  0.433
H (-1.09, -2.47, -2.02)  0.325
H (-1.87, -0.97, -2.16)  0.360
H (1.98, -0.07, 0.14)  0.317
H (3.29, -0.43, 0.89)  0.282
O (2.46, 0.05, 0.98)  -0.682
H (-1.77, 2.03, 1.84)  0.376
H (-1.73, 3.07, 0.76)  0.330
O (-1.93, 2.99, 1.70)  -0.684
H (-1.19, -2.16, 0.94)  0.272
H (-0.34, -1.28, 1.85)  0.329
O (-0.33, -2.13, 1.38)  -0.673
H (0.91, 1.60, 2.79)  0.511
H (1.44, 0.24, 2.41)  0.400
O (0.85, 0.66, 3.08)  -0.790
H (-2.10, 0.07, 3.05)  0.235
H (-0.63, 0.35, 2.63)  0.437
O (-1.57, 0.25, 2.26)  -0.726
H (-3.48, -0.94, 0.41)  0.280
H (-2.14, -0.08, 0.40)  0.274
O (-2.88, -0.41, -0.12)  -0.570
H (0.71, 3.43, 1.18)  0.313
H (2.09, 2.79, 1.41)  0.310
O (1.25, 2.99, 1.84)  -0.675

(6)
Below is 8 unconnected molecules or ions with the total composition C5H26N2O7 at a distorted geometry, with properties calculated with ωB97M-V/def2-TZVPD.

As for the calculated total energy: -22915.4013 eV. Its energy above the lowest of the compared OMol25 structures with the same formula, charge and spin is 513.6 kJ/mol. The orbital gap is 8.5 eV. For the HOMO energy, the calculation gives -8.37 eV. For the LUMO energy, the calculation gives 0.1 eV. As for the structure (SMILES): NC[C@@H]1CCCN1.O.O.O.O.O.O.O.

Last column: Mulliken charge in e.
Element x y z (Å)
N (0.57, -0.69, 0.11)  0.438
C (1.96, -0.62, -0.51)  -0.692
C (1.88, -0.54, -2.06)  -0.629
C (0.55, -1.29, -2.40)  -0.758
C (-0.23, -0.89, -1.03)  1.516
C (-1.32, -1.86, -0.82)  -1.030
N (-2.62, -1.18, -0.54)  -0.654
H (0.34, 0.21, 0.57)  -0.147
H (2.50, 0.25, -0.10)  0.327
H (2.70, -1.46, -0.17)  0.295
H (2.77, -0.97, -2.23)  0.494
H (2.00, 0.52, -2.50)  0.171
H (-0.08, -0.89, -3.33)  0.277
H (0.69, -2.42, -2.36)  0.389
H (-0.74, 0.14, -1.43)  -0.733
H (-1.26, -2.50, -1.72)  0.425
H (-1.04, -2.46, 0.09)  0.165
H (-2.71, -0.92, 0.46)  0.406
H (-3.03, -0.48, -1.08)  0.355
H (1.07, 3.22, 1.14)  0.312
H (1.73, 2.08, 0.25)  0.271
O (1.70, 2.46, 1.16)  -0.643
H (1.11, -0.03, 3.20)  0.291
H (1.43, 1.34, 2.55)  0.249
O (0.91, 0.61, 2.61)  -0.479
H (-1.78, 0.28, 2.75)  0.264
H (-0.83, -1.03, 2.82)  0.342
O (-1.77, -0.65, 2.54)  -0.698
H (0.87, -2.00, 1.86)  0.160
H (2.03, -2.74, 2.08)  0.378
O (1.23, -2.38, 2.74)  -0.713
H (0.81, 3.18, -1.68)  0.295
H (-0.10, 2.36, -0.73)  0.430
O (0.40, 3.21, -0.84)  -0.756
H (-1.94, 0.15, 1.18)  0.137
H (-2.26, 1.66, 1.33)  0.272
O (-2.07, 1.01, 0.66)  -0.647
H (-1.68, 2.56, -1.43)  0.363
H (-2.09, 1.12, -1.22)  0.258
O (-1.70, 1.65, -1.92)  -0.697

Which formula does entry 6 have?
C5H26N2O7

The lowest calculated total energy belongs to which entry?
C5H25N3O7

Which value of calculated total energy does entry 1 give?
-18802.0720 eV